No. 1
Formula: C5H4S2
Source: OMol25
Level of theory: ωB97M-V with the def2-TZVPD basis set

Geometry as XYZ:
```
11
Properties=species:S:1:pos:R:3:forces:R:3
C 0.3369 -3.0454 -0.6583 -1.62 1.93 0.46
C -0.0368 -1.8246 -0.7329 1.35 -6.07 0.57
C -0.1583 -0.4065 -0.6039 3.77 0.86 1.12
C 1.0598 0.2312 -0.3633 -4.18 1.56 0.49
C -0.7949 1.9454 0.8337 -1.69 0.63 -2.96
H 0.5120 -4.2522 -0.4223 -0.55 4.26 -1.02
H 2.0489 -0.1075 -0.2861 0.96 -0.87 -0.29
H -0.9707 2.0717 1.8812 0.08 -1.08 0.88
H -1.2877 2.8741 0.3907 0.64 -1.18 0.38
S 0.8492 1.9202 0.2228 2.18 -0.14 -0.33
S -1.5585 0.5938 -0.2616 -0.93 0.11 0.71
```
Forces are in eV/Å.

Summary:
E_HOMO, eV: -8.01
Maximum force, eV Å⁻¹: 6.245
Frontier orbital gap, hartree: 0.3021

---

No. 2
Formula: C5H5Br15
Source: OMol25
Level of theory: ωB97M-V with the def2-TZVPD basis set

Geometry as XYZ:
```
25
Properties=species:S:1:pos:R:3:forces:R:3
C -3.2696 -1.5339 1.2166 1.30 -1.31 0.07
Br -3.3055 -3.4817 0.8586 -0.36 0.44 0.40
Br -3.1486 -1.0410 3.0497 0.25 -0.28 0.45
Br -4.6501 -0.6016 0.4320 -1.10 0.60 -0.99
H -2.3224 -1.3287 0.7407 0.00 0.57 0.03
C 3.0814 -1.5984 3.7809 -0.21 -0.49 -0.07
Br 1.8903 -2.7437 2.8289 -0.30 -0.56 -0.17
Br 4.4441 -2.5818 4.7149 -0.21 0.13 0.29
Br 2.0622 -0.3271 4.7640 0.15 0.19 0.47
H 3.5962 -1.0880 3.0153 0.52 0.72 -0.54
C -0.7412 3.1165 0.9217 -2.08 -1.40 -0.23
Br -0.1746 2.7569 2.6663 0.34 0.25 1.10
Br 0.4471 3.9758 -0.1759 1.06 1.11 -0.83
Br -2.6111 3.7467 0.7858 0.56 0.24 0.22
H -0.8809 2.1334 0.5194 0.14 -0.34 -0.33
C 0.5295 -0.9131 -1.3939 1.62 -0.23 -0.76
Br 0.1527 -2.6321 -0.8452 -0.22 -2.36 0.50
Br 1.3957 -0.0056 0.0020 0.93 0.88 0.78
Br -1.0590 -0.0857 -1.7826 -2.04 1.38 -0.81
H 1.1841 -0.9852 -2.2798 -0.40 0.34 0.50
C 0.6046 1.1180 -4.6721 -0.37 -1.33 -0.96
Br 2.0746 1.5273 -3.6038 0.81 0.40 0.43
Br 0.6991 -0.7073 -5.3899 0.28 -0.08 0.06
Br 0.2388 2.2937 -6.1125 0.00 0.49 -0.02
H -0.2371 0.9864 -4.0412 -0.69 0.61 0.40
```
Forces are in eV/Å.

Summary:
E_HOMO, eV: -10.28
Maximum force, eV Å⁻¹: 2.599
Frontier orbital gap, hartree: 0.3713

---

No. 3
Formula: C5H5BrF2
Source: OMol25
Level of theory: ωB97M-V with the def2-TZVPD basis set

Geometry as XYZ:
```
13
Properties=species:S:1:pos:R:3:forces:R:3
C 1.3722 -1.2052 1.3166 1.21 1.56 2.59
C 0.3844 -0.8680 0.5108 0.85 0.10 0.68
C -0.1397 0.4652 0.1774 -1.30 -0.56 -1.17
Br 0.2844 1.8708 1.3518 0.01 0.33 0.34
C -0.0986 0.7839 -1.3237 -3.06 -1.19 3.01
C -1.4468 0.5980 -0.7009 2.35 -1.09 1.08
F -2.2008 -0.4896 -0.9773 0.37 0.27 0.10
F -2.2156 1.6255 -0.4243 -0.60 0.76 -0.22
H 1.7154 -2.2077 1.4126 -0.12 -0.83 -0.30
H 1.8916 -0.5771 2.1196 -0.89 -0.29 -1.61
H 0.0428 -1.7396 0.0309 -1.07 -0.50 -1.30
H 0.1354 1.6997 -1.6083 1.07 4.13 -1.13
H 0.2754 0.0442 -1.8850 1.16 -2.70 -2.09
```
Forces are in eV/Å.

Summary:
E_HOMO, eV: -9.59
SMILES: C=C[C@@]1(Br)CC1(F)F
Maximum force, eV Å⁻¹: 4.455
Frontier orbital gap, hartree: 0.3804

---

No. 4
Formula: C5H5BrN4
Source: OMol25
Level of theory: ωB97M-V with the def2-TZVPD basis set

Geometry as XYZ:
```
15
Properties=species:S:1:pos:R:3:forces:R:3
C -0.6985 1.3398 0.6834 -0.30 -0.29 -0.45
C 0.1591 -0.4690 -0.7358 2.23 0.79 -0.54
C -2.0349 -0.1236 -0.4456 1.56 -0.01 -1.84
C 0.4896 0.7510 0.0904 -0.65 -1.36 -0.45
C 1.7419 1.1035 0.3837 -0.47 1.38 1.34
N -1.8982 0.9453 0.4040 1.00 0.66 1.43
N -1.1211 -0.7084 -1.1540 -3.36 0.23 1.47
N 0.4159 -1.7987 0.1704 0.43 2.55 0.41
N 0.5318 -1.9349 1.3251 0.48 0.51 1.57
Br 3.1776 0.2346 -0.4537 0.11 0.39 0.39
H -0.5712 2.1529 1.3746 -0.07 0.47 0.21
H 0.6828 -0.5683 -1.6988 1.15 0.01 0.86
H -3.0201 -0.3610 -0.6583 -1.89 -0.56 -0.33
H 1.8911 1.9454 1.1573 0.33 -1.50 -1.49
H 0.2541 -2.5084 -0.4429 -0.56 -3.28 -2.58
```
Forces are in eV/Å.

Summary:
E_HOMO (alpha / beta), eV: -8.10 / -8.10
Maximum force, eV Å⁻¹: 4.211
Frontier orbital gap (alpha / beta), hartree: 0.2609 / 0.2609

---

No. 5
Formula: C5H5BrO2
Source: OMol25
Level of theory: ωB97M-V with the def2-TZVPD basis set

Geometry as XYZ:
```
13
Properties=species:S:1:pos:R:3:forces:R:3
C 1.3014 1.1905 0.1886 -0.45 -0.40 -1.47
C -0.0860 -0.2277 -1.4612 -2.25 3.27 1.19
C -0.0185 -0.3950 1.1781 -2.42 -0.18 1.10
C 0.3410 -0.9356 -0.2373 -0.50 0.30 3.06
C 1.1713 0.0880 -0.8046 0.88 0.17 -0.27
O 1.8492 2.2258 0.0416 0.76 1.06 0.22
O 0.6074 0.8567 1.2837 -0.19 1.10 0.37
Br -3.6343 0.5618 0.2881 0.06 -0.02 0.02
H -0.2285 -0.8132 -2.2893 0.34 -1.45 -2.03
H -0.9300 0.5186 -1.3980 0.99 -0.58 0.02
H -1.1996 -0.2749 1.4251 2.35 -0.08 -1.05
H 0.3382 -0.8454 2.1219 -0.02 -1.09 -1.00
H 0.4885 -1.9495 -0.3367 0.46 -2.11 -0.15
```
Forces are in eV/Å.

Summary:
E_HOMO (alpha / beta), eV: -10.38 / -9.40
Maximum force, eV Å⁻¹: 4.148
Frontier orbital gap (alpha / beta), hartree: 0.3407 / 0.1991

---

No. 6
Formula: C5H5BrO3
Source: OMol25
Level of theory: ωB97M-V with the def2-TZVPD basis set

Geometry as XYZ:
```
14
Properties=species:S:1:pos:R:3:forces:R:3
C -0.5154 -1.4824 0.5017 -0.05 -3.10 1.23
C -0.2043 -0.3877 -0.4771 1.50 2.13 3.61
O 0.0449 -0.6929 -1.7509 -2.32 -1.34 -2.21
O -1.2020 0.6686 -0.2082 0.54 0.02 -1.00
C -0.5964 1.8643 0.1530 -1.20 0.05 -0.48
O -1.2340 2.8807 0.3141 0.96 -1.36 -0.08
C 0.8540 1.6184 0.2981 -0.54 0.20 0.07
C 1.1259 0.3489 0.0181 -1.65 0.81 -0.18
Br 2.7332 -0.5092 0.1819 0.52 -0.34 -0.14
H 0.3996 -1.8482 1.0141 -0.18 0.65 -0.26
H -0.8352 -2.4970 0.1271 -0.17 1.26 -0.50
H -1.2186 -1.2559 1.3235 0.30 0.45 -0.72
H -0.7549 -1.1903 -2.1217 1.61 0.89 0.59
H 1.4033 2.4828 0.6262 0.68 -0.30 0.06
```
Forces are in eV/Å.

Summary:
E_HOMO, eV: -10.18
SMILES: C[C@@]1(O)OC(=O)C=C1Br
Maximum force, eV Å⁻¹: 4.447
Frontier orbital gap, hartree: 0.3818

---

No. 7
Formula: C5H5Cl
Source: OMol25
Level of theory: ωB97M-V with the def2-TZVPD basis set

Geometry as XYZ:
```
11
Properties=species:S:1:pos:R:3:forces:R:3
C 2.1491 2.4579 -0.0117 -0.14 0.53 0.01
C 0.9211 1.7546 -0.1584 0.83 -0.14 -0.17
C 2.1763 0.9808 -0.2422 -0.64 -0.41 0.09
C -0.3862 1.7687 -0.1083 -2.20 -3.71 0.85
C -1.5647 -0.1246 0.2131 2.15 3.33 -0.71
Cl -1.4374 3.0613 -0.1209 -0.19 0.66 -0.09
H 2.4238 0.5944 -1.2247 0.06 0.06 -0.16
H 2.5185 0.3466 0.5670 0.21 -0.02 0.12
H -2.5435 0.2809 0.3912 -0.20 0.08 0.04
H -1.0522 -0.5480 1.0534 0.14 -0.15 0.26
H -1.4042 -0.6015 -0.7334 -0.02 -0.23 -0.24
```
Forces are in eV/Å.

Summary:
E_HOMO, eV: -8.61
Maximum force, eV Å⁻¹: 4.397
Frontier orbital gap, hartree: 0.2777

---

No. 8
Formula: C5H5Cl
Source: OMol25
Level of theory: ωB97M-V with the def2-TZVPD basis set

Geometry as XYZ:
```
11
Properties=species:S:1:pos:R:3:forces:R:3
C -1.2227 -2.8515 -1.1279 1.20 1.87 1.48
C -0.5339 -2.0703 -0.4793 -0.20 -1.42 -1.04
C 0.5246 1.3287 -0.2466 -0.12 -0.85 -0.09
C 0.8309 -0.0727 0.4910 -1.80 0.92 1.69
C 0.5657 -1.5218 0.1444 0.67 2.42 -0.31
Cl 1.9663 -2.5105 0.3419 -0.12 -0.29 0.07
H -1.8742 -3.5001 -1.5952 -0.95 -0.81 -0.68
H 0.7218 2.1785 0.4199 0.23 -0.46 -0.18
H -0.4214 1.5402 -0.8493 1.39 -1.03 0.71
H 1.6184 -0.0928 1.3415 -1.01 0.71 -1.93
H -0.1378 0.3129 1.0082 0.72 -1.07 0.28
```
Forces are in eV/Å.

Summary:
E_HOMO (alpha / beta), eV: -8.09 / -7.85
Maximum force, eV Å⁻¹: 2.672
Frontier orbital gap (alpha / beta), hartree: 0.2724 / 0.2992

---

In the order shown, the computed energy relative to the best compared isomer or geometry (same formula, charge and spin) values come out to 76.2; 17.4; 14.3; 77.0; 95.3; 0.0; 160.7; 128.2 kcal/mol.